6
Properties=species:S:1:pos:R:3:forces:R:3:mulliken_charge:R:1 method="wB97M-V/def2-TZVPD" de_lowest_ev=2.427 energy_ev=-12341.7636 total_charge=+2 spin_multiplicity=1 homo_lumo_gap_ev="6.343 / 6.499" homo_ev="-22.699 / -22.849"
H -0.891964 -1.261376 0.125902 -2.39 2.21 -0.77 0.602
O -1.491860 -0.112201 -0.091127 0.74 -1.80 -1.52 -0.294
O 0.209754 1.355904 0.194396 0.61 2.79 -2.10 -0.290
O 0.427912 -0.781761 -0.098122 3.04 -0.95 -1.72 -0.441
C -0.310203 0.323151 -0.327047 -2.57 -1.92 5.88 0.891
In 2.056362 0.476281 0.196000 0.57 -0.32 0.23 1.532


41
Properties=species:S:1:pos:R:3:forces:R:3:mulliken_charge:R:1 method="wB97M-V/def2-TZVPD" smiles="CCCCC[C@H]1C[C@@H](COc2ccccc2)OC1=O" de_lowest_ev=0.344 energy_ev=-23091.8559 spin_multiplicity=1 homo_lumo_gap_ev=9.531 homo_ev=-8.730
C 6.716866 0.331174 -0.725773 -0.23 -0.04 -0.11 -1.375
C 5.232456 0.001171 -0.624213 0.18 0.09 0.26 -0.142
C 4.760525 -0.018170 0.828307 -0.22 -0.19 -0.20 -0.792
C 3.321793 -0.506822 0.994277 0.19 0.25 -0.04 -0.607
C 2.291003 0.469342 0.430523 -0.05 -0.44 0.21 -1.083
C 0.857989 -0.019985 0.643964 -0.02 0.23 -0.19 0.597
C 0.481243 -1.189066 -0.261737 0.48 0.08 0.39 0.202
O 1.158000 -2.122410 -0.576456 -0.04 -0.10 -0.13 -0.619
O -0.785865 -1.046562 -0.686510 -0.27 -0.23 -0.42 -0.329
C -1.387994 0.138474 -0.168585 -0.37 0.54 0.29 0.880
C -2.286976 0.764110 -1.250757 0.37 -0.39 -0.12 -1.022
O -3.471509 1.301120 -0.725816 -0.35 0.09 0.25 -0.446
C -4.477135 0.451923 -0.339964 -0.13 0.07 0.04 0.720
C -4.433972 -0.934674 -0.423337 0.31 0.15 -0.13 -0.297
C -5.527458 -1.679237 -0.009541 -0.15 -0.01 0.06 -0.691
C -6.659066 -1.062427 0.489365 -0.06 -0.17 0.02 -0.531
C -6.699056 0.320592 0.575505 0.05 0.05 -0.02 -0.354
C -5.618655 1.073828 0.165277 0.18 0.04 -0.06 -0.533
H -5.631577 2.150845 0.221443 -0.01 0.13 0.01 0.409
H -7.577297 0.814549 0.963572 -0.07 0.05 0.03 0.364
H -7.503919 -1.652589 0.809778 -0.07 -0.05 0.03 0.383
H -5.484429 -2.756040 -0.080194 0.01 -0.08 0.00 0.366
H -3.564541 -1.449267 -0.801508 0.11 -0.02 -0.05 0.375
H -2.494030 0.005350 -2.015231 0.00 0.09 0.05 0.444
H -1.781282 1.607360 -1.728566 -0.03 -0.14 0.03 0.314
C -0.221636 1.009325 0.309107 -0.09 -0.28 0.02 -1.344
H -0.503059 1.633367 1.153591 0.00 0.07 0.00 0.378
H 0.123255 1.652625 -0.503295 0.01 0.02 -0.02 0.387
H -2.021553 -0.152323 0.681855 0.08 0.05 -0.16 0.301
H 0.745438 -0.371907 1.676631 -0.03 -0.01 -0.05 0.420
H 2.459943 0.608114 -0.638302 -0.03 0.11 -0.06 0.361
H 2.403370 1.439937 0.921208 0.00 0.06 -0.05 0.354
H 3.204867 -1.470622 0.498531 -0.01 -0.04 0.08 0.284
H 3.121398 -0.650331 2.059377 -0.07 -0.06 0.03 0.359
H 4.857993 0.983404 1.255547 0.08 0.05 0.08 0.311
H 5.416174 -0.682647 1.395948 0.07 0.05 0.05 0.377
H 4.665486 0.742255 -1.190128 -0.07 -0.04 -0.08 0.243
H 5.045123 -0.976174 -1.073319 -0.09 -0.02 -0.06 0.280
H 7.035758 0.348565 -1.765360 0.12 0.03 -0.07 0.384
H 6.921984 1.305830 -0.287535 0.08 0.10 0.04 0.332
H 7.310333 -0.412005 -0.197660 0.11 -0.05 0.05 0.340